Entry 1:
ORCA calculation (ωB97M-V with the def2-TZVPD basis set) on a 12-piece molecular cluster, H24O12 overall in a non-equilibrium geometry.

Properties
- spin multiplicity = 1
- E_HOMO (eV) = -10.579
- gap between HOMO and LUMO (eV) = 9.67
- relative energy (zero: lowest compared OMol25 entry of this formula, charge and spin) (kcal/mol) = 140.61
- calculated total energy (hartree) = -917.1013
- SMILES = O.O.O.O.O.O.O.O.O.O.O.O
- LUMO (eV) = -0.9

CARTESIAN COORDINATES (ANGSTROEM)
1 H -1.895 0.067 0.793
2 H -0.449 -0.356 0.591
3 H 1.174 3.143 -2.286
4 H 1.484 1.703 -2.661
5 H 1.746 -1.563 3.452
6 H 2.343 -0.167 3.517
7 H 0.753 -3.485 0.300
8 H 1.945 -3.007 1.113
9 H 1.792 0.988 -0.247
10 H 0.914 -0.200 -0.606
11 H -2.883 -1.676 -0.106
12 H -2.507 -1.701 1.367
13 H -2.879 3.960 2.865
14 H -2.159 3.219 1.751
15 H 3.253 -1.498 -0.352
16 H 3.506 -0.004 -0.235
17 H 0.093 0.691 -2.916
18 H -0.959 0.051 -2.025
19 H -1.252 -3.681 -0.186
20 H -1.951 -5.015 -0.393
21 H 0.515 2.467 0.560
22 H 0.250 1.687 -0.717
23 H -1.574 1.797 -1.377
24 H -2.585 2.598 -2.180
25 O -1.210 -0.499 1.166
26 O 1.503 2.600 -3.012
27 O 2.489 -1.039 3.132
28 O 1.551 -3.803 0.738
29 O 1.322 0.243 0.146
30 O -3.144 -1.321 0.751
31 O -2.460 3.116 2.661
32 O 3.705 -0.844 0.193
33 O -0.852 0.703 -2.727
34 O -1.889 -4.124 -0.757
35 O 0.803 2.389 -0.356
36 O -1.652 2.576 -1.939

Löwdin population analysis, charges in e, atoms 1 to 5: number 1, H, carries 0.047; number 2, H, carries -0.005; number 3, H, carries 0.028; number 4, H, carries -0.003; number 5, H, carries 0.033


Entry 2:
ORCA calculation (ωB97M-V with the def2-TZVPD basis set) on a 12-piece molecular cluster, H24O12 overall in a non-equilibrium geometry.

Properties
- spin multiplicity = 1
- E_HOMO (eV) = -11.045
- gap between HOMO and LUMO (eV) = 11.24
- relative energy (zero: lowest compared OMol25 entry of this formula, charge and spin) (kcal/mol) = 15.41
- calculated total energy (hartree) = -917.3008
- SMILES = O.O.O.O.O.O.O.O.O.O.O.O
- LUMO (eV) = 0.2

CARTESIAN COORDINATES (ANGSTROEM)
1 O 0.048 -7.467 5.529
2 H 0.908 -7.378 5.998
3 H -0.494 -6.910 6.160
4 O -3.076 -9.619 7.824
5 H -2.648 -9.977 7.049
6 H -3.489 -8.732 7.679
7 O -0.897 -10.305 6.096
8 H -0.405 -9.606 5.657
9 H -0.725 -11.087 5.536
10 O -0.825 -8.236 10.066
11 H -0.356 -8.640 10.830
12 H -0.789 -9.019 9.499
13 O 2.663 -6.839 6.611
14 H 2.612 -6.255 7.416
15 H 3.203 -7.554 6.919
16 O 0.138 -12.478 4.615
17 H 1.091 -12.548 5.045
18 H 0.141 -13.007 3.837
19 O -0.724 -13.004 7.781
20 H -1.256 -13.015 6.975
21 H -1.335 -13.106 8.496
22 O 1.470 -6.311 9.293
23 H 0.853 -5.614 9.517
24 H 0.992 -7.118 9.412
25 O 0.014 -10.545 8.679
26 H -0.449 -10.371 7.822
27 H -0.073 -11.472 8.847
28 O 2.536 -12.371 6.115
29 H 1.924 -12.422 6.901
30 H 2.714 -11.341 6.065
31 O 2.488 -9.643 7.558
32 H 2.900 -9.808 8.399
33 H 1.557 -9.809 7.825
34 O -2.526 -11.554 9.670
35 H -3.209 -12.241 9.388
36 H -2.804 -10.797 9.101

Löwdin population analysis, charges in e, atoms 1 to 5: number 1, O, carries -0.089; number 2, H, carries 0.002; number 3, H, carries 0.072; number 4, O, carries -0.056; number 5, H, carries 0.012


Entry 3:
ORCA calculation (ωB97M-V with the def2-TZVPD basis set) on a 12-piece molecular cluster, H24O12 overall in a non-equilibrium geometry.

Properties
- spin multiplicity = 2
- E_HOMO (spin up / spin down) (eV) = -13.751 / -13.601
- gap between HOMO and LUMO (spin up / spin down) (eV) = 10.68 / 3.27
- net charge = +1
- relative energy (zero: lowest compared OMol25 entry of this formula, charge and spin) (kcal/mol) = 23.18
- calculated total energy (hartree) = -916.8940
- LUMO (spin up / spin down) (eV) = -3.1 / -10.3

CARTESIAN COORDINATES (ANGSTROEM)
1 O -12.112 -3.368 -16.960
2 H -12.199 -3.515 -17.901
3 H -12.763 -2.695 -16.761
4 O -14.204 -0.596 -18.657
5 H -13.505 -0.991 -19.178
6 H -13.867 -0.597 -17.762
7 O -14.894 2.310 -15.308
8 H -14.001 2.657 -15.310
9 H -14.980 1.865 -16.151
10 O -16.024 -2.760 -15.289
11 H -16.243 -3.478 -14.695
12 H -15.713 -2.060 -14.715
13 O -9.779 -0.831 -17.455
14 H -9.984 -0.552 -16.563
15 H -8.823 -0.869 -17.481
16 O -11.752 -1.624 -19.057
17 H -11.226 -2.162 -19.649
18 H -11.190 -1.487 -18.295
19 O -15.317 -0.411 -14.088
20 H -14.961 -0.439 -13.200
21 H -15.121 0.474 -14.397
22 O -12.369 -3.781 -13.853
23 H -12.447 -2.865 -14.119
24 H -12.875 -4.264 -14.507
25 O -10.839 0.616 -15.531
26 H -10.604 1.311 -14.916
27 H -10.738 1.015 -16.395
28 O -14.742 2.007 -18.051
29 H -15.623 2.246 -18.341
30 H -14.784 1.061 -17.910
31 O -13.416 -0.885 -16.147
32 H -12.560 -0.682 -15.768
33 H -14.032 -0.772 -15.422
34 O -12.435 -0.922 -12.849
35 H -11.488 -0.824 -12.755
36 H -12.746 -1.111 -11.963

Löwdin population analysis, charges in e, atoms 1 to 5: number 1, O, carries 0.068; number 2, H, carries 0.054; number 3, H, carries 0.012; number 4, O, carries 0.239; number 5, H, carries 0.066


Entry 4:
ORCA calculation (ωB97M-V with the def2-TZVPD basis set) on a 12-piece molecular cluster, H24O12 overall in a non-equilibrium geometry.

Properties
- spin multiplicity = 2
- E_HOMO (spin up / spin down) (eV) = -12.762 / -12.762
- gap between HOMO and LUMO (spin up / spin down) (eV) = 8.89 / 2.28
- net charge = +1
- relative energy (zero: lowest compared OMol25 entry of this formula, charge and spin) (kcal/mol) = 64.48
- calculated total energy (hartree) = -916.8282
- LUMO (spin up / spin down) (eV) = -3.9 / -10.5

CARTESIAN COORDINATES (ANGSTROEM)
1 O 1.535 -0.671 -0.824
2 H 0.815 -0.053 -0.890
3 H 2.162 -0.546 -0.116
4 O -0.334 -2.196 -0.905
5 H -0.549 -2.372 0.028
6 H -1.106 -2.437 -1.432
7 O -1.041 3.289 3.159
8 H -0.554 3.585 2.375
9 H -0.460 2.963 3.868
10 O 3.699 -2.241 -2.865
11 H 3.847 -2.733 -2.047
12 H 2.884 -1.715 -2.806
13 O 0.729 -0.988 2.256
14 H 0.709 -1.116 3.226
15 H 0.090 -0.305 2.052
16 O -3.195 1.964 2.246
17 H -2.731 2.833 2.152
18 H -3.262 1.770 1.250
19 O -0.450 0.032 -2.689
20 H 0.015 0.090 -3.530
21 H -0.238 -0.784 -2.220
22 O 2.846 2.446 -1.515
23 H 3.337 3.206 -1.170
24 H 2.656 2.631 -2.438
25 O -3.284 1.763 -0.490
26 H -3.830 1.582 -1.266
27 H -2.448 1.970 -1.051
28 O -0.734 -2.449 3.939
29 H -0.768 -3.297 3.491
30 H -0.961 -1.801 3.256
31 O -1.509 2.690 -2.129
32 H -0.970 3.465 -2.265
33 H -1.289 1.793 -2.397
34 O 1.161 -4.317 0.422
35 H 2.065 -4.618 0.528
36 H 1.165 -3.434 0.793

Löwdin population analysis, charges in e, atoms 1 to 5: number 1, O, carries -0.061; number 2, H, carries 0.003; number 3, H, carries 0.048; number 4, O, carries -0.065; number 5, H, carries 0.052


Entry 5:
ORCA calculation (ωB97M-V with the def2-TZVPD basis set) on a 12-piece molecular cluster, H24O12 overall in a non-equilibrium geometry.

Properties
- spin multiplicity = 2
- E_HOMO (spin up / spin down) (eV) = -14.614 / -13.636
- gap between HOMO and LUMO (spin up / spin down) (eV) = 11.18 / 2.68
- net charge = +1
- relative energy (zero: lowest compared OMol25 entry of this formula, charge and spin) (kcal/mol) = 38.46
- calculated total energy (hartree) = -916.8696
- LUMO (spin up / spin down) (eV) = -3.4 / -11.0

CARTESIAN COORDINATES (ANGSTROEM)
1 O -2.720 0.344 -0.467
2 H -2.813 0.541 -1.399
3 H -2.575 1.196 -0.055
4 O -0.140 0.231 0.126
5 H -1.072 0.054 -0.005
6 H 0.298 -0.264 -0.567
7 O 1.617 -1.821 1.978
8 H 0.864 -2.154 1.488
9 H 2.360 -2.325 1.647
10 O 1.706 0.771 -2.551
11 H 1.821 -0.128 -2.243
12 H 0.866 0.762 -3.009
13 O 3.435 0.220 0.332
14 H 2.776 0.903 0.462
15 H 3.487 -0.227 1.176
16 O -2.283 -1.271 2.855
17 H -1.875 -0.436 2.627
18 H -2.447 -1.208 3.796
19 O 1.871 2.715 -0.694
20 H 1.842 1.895 -1.188
21 H 1.840 3.399 -1.362
22 O -4.534 -1.158 0.933
23 H -3.923 -0.544 0.525
24 H -4.223 -1.243 1.834
25 O -1.022 -1.535 -2.254
26 H -1.642 -2.099 -2.718
27 H -0.927 -0.769 -2.819
28 O -0.754 2.960 -1.162
29 H 0.178 3.008 -0.951
30 H -1.182 2.790 -0.323
31 O 2.361 -1.699 -1.473
32 H 2.894 -1.395 -0.739
33 H 2.284 -2.644 -1.339
34 O 0.503 0.566 2.853
35 H 1.009 -0.229 2.682
36 H 0.120 0.793 2.005

Löwdin population analysis, charges in e, atoms 1 to 5: number 1, O, carries -0.015; number 2, H, carries 0.095; number 3, H, carries 0.069; number 4, O, carries 0.033; number 5, H, carries -0.001


Entry 6:
ORCA calculation (ωB97M-V with the def2-TZVPD basis set) on H24O12Xe as an isolated structure in a non-equilibrium geometry.

Properties
- spin multiplicity = 1
- E_HOMO (eV) = -9.852
- gap between HOMO and LUMO (eV) = 9.71
- relative energy (zero: lowest compared OMol25 entry of this formula, charge and spin) (kcal/mol) = 31.51
- calculated total energy (hartree) = -1246.6067
- LUMO (eV) = -0.1

CARTESIAN COORDINATES (ANGSTROEM)
1 Xe 0.983 15.879 -3.092
2 O 1.206 18.289 0.110
3 H 1.277 18.806 -0.693
4 H 0.272 18.296 0.319
5 O -1.079 17.392 -6.426
6 H -0.347 17.972 -6.215
7 H -1.772 17.980 -6.727
8 O 2.898 16.232 -0.402
9 H 3.568 16.812 -0.763
10 H 2.121 16.784 -0.319
11 O -1.732 15.260 -0.733
12 H -2.496 15.682 -1.125
13 H -1.318 15.949 -0.213
14 O 0.865 12.892 -4.568
15 H 1.471 12.851 -3.828
16 H 1.302 12.402 -5.264
17 O -1.157 14.349 -5.988
18 H -0.603 13.799 -5.434
19 H -1.001 15.240 -5.676
20 O 1.870 12.303 -1.920
21 H 1.126 12.802 -1.582
22 H 1.705 11.404 -1.636
23 O -0.734 19.949 -2.708
24 H -0.365 19.215 -2.217
25 H -0.014 20.257 -3.258
26 O 3.416 17.547 -5.150
27 H 3.911 17.021 -4.521
28 H 2.989 16.905 -5.716
29 O -0.402 12.677 -0.522
30 H -0.465 12.230 0.323
31 H -0.752 13.552 -0.357
32 O 2.374 15.449 -6.603
33 H 3.025 14.809 -6.890
34 H 2.229 16.004 -7.369
35 O 2.099 19.432 -2.324
36 H 2.968 19.136 -2.052
37 H 2.044 20.335 -2.011

Löwdin population analysis, charges in e, atoms 1 to 5: number 1, Xe, carries 0.483; number 2, O, carries -0.051; number 3, H, carries -0.013; number 4, H, carries 0.053; number 5, O, carries -0.043


Entry 7:
ORCA calculation (ωB97M-V with the def2-TZVPD basis set) on a 12-piece molecular cluster, H25O12 overall in a non-equilibrium geometry.

Properties
- spin multiplicity = 1
- E_HOMO (eV) = -13.492
- gap between HOMO and LUMO (eV) = 10.82
- net charge = +1
- relative energy (zero: lowest compared OMol25 entry of this formula, charge and spin) (kcal/mol) = 53.63
- calculated total energy (hartree) = -917.5830
- LUMO (eV) = -2.7

CARTESIAN COORDINATES (ANGSTROEM)
1 O 1.399 2.340 -2.825
2 H 1.723 2.222 2.393
3 H -1.580 -2.048 3.988
4 O 1.178 -1.791 1.587
5 H -2.195 0.289 -3.147
6 H 0.916 -1.905 2.510
7 O 2.343 0.155 -1.111
8 H -1.983 0.459 -0.826
9 O -3.940 0.013 1.355
10 H 1.934 -0.322 -0.360
11 H -3.754 -0.847 1.767
12 O -1.608 0.190 0.051
13 H -2.083 -1.098 2.866
14 H -0.271 1.300 2.255
15 O 1.805 2.201 1.419
16 H -0.832 -2.814 -0.604
17 H 2.058 3.094 1.160
18 O -2.364 1.150 -2.742
19 H -0.321 1.751 -1.721
20 H 2.275 2.315 -2.393
21 O 2.997 -2.142 -2.372
22 H -3.085 1.619 -3.169
23 H 3.495 -2.817 -1.878
24 O -1.327 -1.313 3.417
25 H 2.343 -0.584 -1.770
26 H -0.539 0.113 3.080
27 O 0.230 0.684 2.814
28 H 1.288 -0.801 1.659
29 H -1.944 0.989 0.482
30 O 0.062 -3.205 -0.669
31 H -4.778 0.115 1.834
32 H 1.709 2.984 -3.480
33 O 0.281 1.466 -1.021
34 H 3.020 -2.306 -3.341
35 H 1.277 0.591 -1.278
36 H 0.362 -3.216 0.235
37 H -0.091 1.168 -0.167

Löwdin population analysis, charges in e, atoms 1 to 5: number 1, O, carries -0.054; number 2, H, carries 0.052; number 3, H, carries 0.089; number 4, O, carries -0.076; number 5, H, carries 0.071